{
  "formula": "C8H16O2Si",
  "method": "the ωB97M-V functional and the def2-TZVPD basis",
  "multiplicity": 1,
  "gap_ev": [7.93, 7.76],
  "fmax_ev_per_a": 6.3,
  "mol_weight_g_mol": 172.30,
  "total_energy_ev": -20522.8267,
  "e_above_lowest_kj_mol": 584.78,
  "symbols": ["C", "C", "C", "C", "C", "C", "C", "C", "O", "O", "Si", "H", "H", "H", "H", "H", "H", "H", "H", "H", "H", "H", "H", "H", "H", "H", "H"],
  "xyz": [[-2.086, 0.705, -1.440], [-1.801, -0.292, -0.526], [-0.077, -0.430, 0.341], [-0.313, -1.228, 1.564], [-4.081, -0.685, -0.178], [1.658, 1.265, -1.702], [3.041, -0.981, -0.098], [2.052, 1.208, 1.494], [-3.120, 0.911, -2.032], [-2.661, -1.037, 0.073], [1.577, 0.301, -0.070], [-1.208, 1.200, -1.763], [0.572, -1.308, 2.034], [-0.815, -2.156, 1.175], [-1.066, -0.861, 2.195], [-4.792, -1.299, 0.397], [-4.314, -0.808, -1.158], [-4.206, 0.328, 0.198], [1.170, 0.654, -2.453], [1.310, 2.269, -1.465], [2.762, 1.433, -1.978], [3.227, -1.149, -1.182], [3.895, -0.300, 0.259], [3.026, -1.858, 0.612], [1.218, 1.054, 2.217], [2.782, 0.748, 2.029], [2.252, 2.318, 1.456]],
  "atomic_forces_ev_per_a": [[1.47, 0.05, -1.07], [5.40, -0.53, 3.27], [-5.11, 0.81, -2.46], [-2.53, -0.77, -3.54], [0.35, -0.04, 3.46], [2.12, -0.07, 1.18], [0.36, 1.25, 0.23], [-3.03, 2.52, -0.14], [-2.03, 0.53, -0.76], [-2.15, -1.09, 0.57], [1.29, -0.67, -0.09], [1.36, 1.04, -0.20], [2.90, -1.08, 2.00], [1.01, 0.09, 0.71], [-1.00, 1.03, 1.03], [1.02, -0.29, 0.20], [-0.43, 0.00, -2.81], [-0.08, 0.12, -0.44], [-0.28, 0.56, -0.37], [-0.68, -0.03, -0.67], [-1.51, -0.53, 0.32], [0.08, -0.76, 0.85], [-1.02, -1.00, -0.54], [-0.11, 0.74, -1.21], [0.02, 0.57, -0.50], [2.81, -1.31, 1.06], [-0.22, -1.14, -0.07]]
}